24
Properties=species:S:1:pos:R:3 method="wB97M-V/def2-TZVPD" relative_energy_ev=1.032 spin_multiplicity=1 smiles="CNC(C)=O.CNC(C)=O" homo_lumo_gap_ev=9.9
O -2.557 -1.737 1.137
O 1.132 1.552 -1.363
N 2.219 0.465 0.286
N -1.656 -0.797 -0.672
C 1.496 1.510 -0.198
C 1.120 2.633 0.732
C 2.621 -0.677 -0.509
C -0.271 -1.088 1.383
C -2.873 -0.645 -1.401
C -1.545 -1.312 0.583
H 1.739 -1.190 -0.901
H 1.946 3.219 1.141
H -2.936 0.265 -2.016
H 0.360 3.242 0.246
H 0.535 -1.556 0.824
H -2.921 -1.387 -2.205
H 2.712 0.543 1.158
H -0.034 -0.029 1.475
H -3.714 -0.754 -0.719
H 3.264 -1.366 0.050
H 0.553 2.287 1.613
H 3.328 -0.403 -1.301
H -0.517 -1.558 2.330
H -0.790 -0.382 -0.988